C2H7FNP | the ωB97M-V functional and the def2-TZVPD basis

CARTESIAN COORDINATES (ANGSTROEM)
H (1.5987, -1.9212, 0.7121)
F (-3.4135, 0.8879, -0.2649)
H (-0.3916, 1.3321, -0.0813)
H (1.3240, 1.4045, -0.5576)
P (-3.2189, -0.7107, 0.0336)
H (-2.2060, -0.8065, -0.9447)
C (0.6411, 1.2062, 0.2826)
H (2.2056, -0.7474, -0.5122)
H (0.5977, -1.4491, -0.6641)
N (0.7622, -0.0668, 0.8563)
C (1.3325, -1.0812, 0.0699)
H (0.7680, 1.9522, 1.0704)

Computed properties:
Maximum force ... 1.2 eV/A
Multiplicity ... 1
Gap between HOMO and LUMO (spin up / spin down) ... 8.827 / 8.019 eV
ΔE to the lowest compared entry with this formula, charge and spin ... 120.2 kJ/mol
E_HOMO (spin up / spin down) ... -8.747 / -9.091 eV
Lowest unoccupied orbital energy (spin up / spin down) ... 0.00293 / -0.03937 Ha

These are the Löwdin partial charges, in e, on atoms 1 to 6:
1 H 0.07
2 F -0.53
3 H 0.07
4 H 0.08
5 P 0.74
6 H -0.20


C29H40F3NO27S | the ωB97M-V functional and the def2-TZVPD basis

CARTESIAN COORDINATES (ANGSTROEM)
O (-0.8716, 3.3186, -7.2974)
O (1.0026, 2.5557, -6.2299)
H (3.4854, -4.8875, 4.6766)
F (1.6725, 0.2881, 3.5418)
H (-0.2321, -2.5590, 2.0953)
H (-2.2936, -1.3187, 3.7658)
H (-0.8496, 0.5981, 5.7488)
C (-0.0759, 1.1410, -4.8003)
H (5.3290, 1.1240, 3.5954)
C (5.0815, -1.8363, 4.5612)
H (5.8817, -0.6991, 2.1498)
O (-5.1415, -0.0621, -6.6169)
H (-0.4795, 3.5586, -0.9063)
F (-0.8072, 1.7408, 1.4738)
C (-0.3458, 2.6591, -6.4164)
F (-0.0383, 3.4248, 3.2069)
H (1.1804, -9.4369, 1.3869)
O (3.0702, -9.3873, 3.4531)
H (-2.4221, -0.0588, -8.3180)
H (2.3178, 6.6251, -6.3091)
O (1.4958, -4.9887, 5.2484)
C (-3.4921, 4.3233, -0.5940)
O (-0.9162, -1.6707, 0.3521)
C (-0.2322, -0.9390, -0.5755)
H (-1.6213, 2.9495, -2.1306)
C (0.2656, 0.8262, 3.6548)
C (2.7864, -8.0748, 3.2072)
H (0.0133, 7.1426, -6.6840)
H (-0.2175, -1.0551, 4.9283)
C (-1.4826, 3.6781, -1.3250)
O (-3.7054, -1.5078, -7.5769)
C (6.3730, -0.7102, 3.1284)
C (0.9822, 5.9707, -3.9553)
O (-2.4692, 3.4574, -0.3346)
H (-1.2147, 5.8193, -1.1662)
C (-0.1572, 1.9784, 2.8128)
H (2.3436, -5.4966, 3.4524)
H (0.0716, -3.4520, 0.5841)
C (5.7462, 0.2440, 4.0925)
C (2.2147, -3.3669, 3.8128)
H (-4.6425, 1.4927, 1.4301)
H (2.2817, 8.2692, -5.6243)
C (-0.7076, 0.0106, 4.7225)
O (1.1161, -1.0425, -0.3891)
O (-3.1400, 5.2302, -1.5517)
O (-1.0297, 1.9274, -5.4888)
O (-0.0296, 6.1856, -4.8461)
H (6.4444, 0.5718, 4.8699)
C (1.8541, -10.1007, 3.3331)
O (0.8249, -3.2159, 4.0312)
O (-0.7580, -0.2796, -1.4566)
O (-0.6142, -4.1543, 5.5413)
N (-5.0971, 2.3995, 1.7500)
C (-2.2637, -0.1860, 4.1417)
H (-0.0790, 8.1948, -5.2495)
H (-3.4192, 1.0357, -6.4400)
H (-3.9819, -0.2353, -9.1602)
O (4.5144, -2.7648, 5.1124)
C (-4.3316, 2.7098, 3.0537)
O (-5.3492, -2.3010, -6.1975)
O (4.7221, -0.5259, 4.6931)
C (1.8517, 7.2664, -5.5535)
O (3.5666, -7.1554, 3.3906)
H (-2.4748, 0.4694, 3.1941)
O (6.1582, -1.9717, 3.7330)
H (2.4610, -3.2109, 2.7589)
H (2.0709, 1.2438, -5.0327)
H (-0.0405, -9.2932, 2.6762)
C (1.0270, -9.2237, 2.4500)
O (-2.6033, 2.5419, 5.3272)
S (-3.8292, 1.5503, 5.3762)
C (-3.4906, -0.2464, -8.1816)
H (1.3551, 2.6541, -4.2129)
O (2.0853, 6.7091, -4.2740)
O (-4.5791, 4.2918, -0.0417)
C (0.4728, -4.1228, 4.9890)
H (2.1845, -2.3544, 0.8082)
C (-4.7821, -1.3725, -6.7488)
C (0.0377, -2.4571, 1.0405)
C (1.1972, 1.8999, -4.9910)
C (-4.1174, 0.7078, -7.2174)
H (-4.4126, 3.8507, 3.3397)
H (-4.5346, 1.5878, -7.7146)
C (0.3610, 7.2783, -5.6562)
C (-1.7502, 5.0792, -1.7702)
H (-1.5039, 5.2352, -2.8241)
H (-0.3457, 1.0391, -3.7456)
H (-3.1932, 2.4902, 2.7861)
O (0.9110, 5.2164, -2.9994)
H (1.4686, -0.9440, 1.6280)
C (2.4824, -4.7680, 4.2580)
H (2.7502, -2.6268, 4.4168)
H (-0.0419, 0.1461, -5.2568)
C (1.3108, -1.6982, 0.8499)
H (7.4415, -0.5226, 2.9920)
O (1.5159, -7.9256, 2.7307)
H (1.4161, -10.2231, 4.3292)
O (-3.2730, -0.0848, 5.2072)
H (2.0253, -11.0883, 2.8962)
H (-4.8491, 3.0902, 1.0061)
O (-4.8919, 1.8047, 4.0687)

Computed properties:
Maximum force ... 5.5 eV/A
Multiplicity ... 1
Gap between HOMO and LUMO ... 6.463 eV
E_HOMO ... -8.680 eV
Lowest unoccupied orbital energy ... -0.08147 Ha

These are the Löwdin partial charges, in e, on atoms 1 to 6:
1 O 0.12
2 O 0.06
3 H 0.13
4 F -0.09
5 H 0.12
6 H 0.15